No. 1
Below is a structure of composition C45H59N9O4SSc, with properties calculated with ωB97M-V/def2-TZVPD.

Calculated values
Frontier orbital gap = 7.4 eV
Total charge = +1
LUMO = -2.51 eV
Relative energy (zero: lowest compared OMol25 entry of this formula, charge and spin) = 1.693 eV
Energy = -100754.875 eV

Structure (XYZ):
```
119
Properties=species:S:1:pos:R:3:forces:R:3:lowdin_charge:R:1
C 4.48017 2.50251 -1.82777 -0.02 -0.02 -0.03 -0.04
H -0.95780 3.20242 0.04937 -0.09 -0.06 0.10 0.04
H -3.94561 2.26712 2.15209 -0.01 0.00 0.00 0.12
C 0.67034 -3.30493 -3.77672 -0.03 -0.01 0.00 -0.03
H -2.33302 3.34803 3.68133 -0.01 0.01 0.01 0.08
N -1.85286 2.86533 -3.50805 -0.29 0.14 0.21 0.14
H -5.85531 -1.85154 -0.26513 0.00 0.00 -0.01 0.12
C -1.15794 -2.74443 2.82139 0.01 0.11 0.03 -0.05
O -2.52935 1.68973 -5.20537 -0.43 0.09 0.05 0.04
H -3.08277 -1.89238 -4.00418 -0.05 0.01 -0.04 0.07
H 3.93174 -2.50023 3.10177 0.01 -0.02 0.00 0.07
C 2.65879 0.72151 2.96209 -0.01 -0.05 -0.07 -0.14
H -2.60675 0.87968 -2.62380 0.07 0.03 -0.11 0.07
H -0.70114 4.84558 -4.75587 0.04 -0.01 0.07 0.09
C -0.72308 -0.83982 -4.69720 -0.06 -0.05 0.01 -0.09
C 2.17810 1.78058 -1.88329 -0.12 0.02 0.09 -0.61
H 4.09713 -1.22958 4.31056 -0.01 0.00 0.01 0.09
C 1.36995 1.17822 2.63130 0.01 0.14 0.10 -0.14
H -6.37144 -1.12155 -2.59355 0.00 0.00 0.00 0.12
C 3.29293 -0.54393 2.41260 0.03 -0.03 -0.03 -0.36
H -2.48733 3.22363 -0.57512 0.03 0.11 -0.10 0.11
H 5.09713 -1.12518 1.35478 -0.01 -0.01 0.00 0.06
H 2.85867 3.05928 1.10200 -0.04 -0.03 0.01 0.13
Sc -0.48982 0.54088 -0.35195 0.26 0.01 0.11 1.01
C 3.09026 2.77142 0.08627 0.01 0.08 0.03 -0.01
H -4.34339 -1.97892 1.55945 -0.01 0.00 -0.01 0.13
H -0.63204 4.82256 -1.33018 -0.08 -0.01 0.01 0.15
H -1.49799 -0.09860 -4.90883 0.17 -0.20 0.04 0.05
H 4.22892 -3.15688 1.04572 0.04 0.02 0.06 0.06
S 0.79467 1.10532 -2.62571 -0.02 -0.29 0.38 0.81
C -1.34523 -3.41155 0.15961 -0.04 0.06 -0.03 -0.01
H -4.69362 0.35067 -3.75762 0.01 0.03 -0.10 0.12
C 3.02196 2.69938 4.32002 0.02 -0.02 -0.01 -0.05
H -2.31795 -4.48856 3.22568 0.00 0.00 0.00 0.11
C 2.24351 -3.32741 0.19742 0.00 -0.01 0.06 -0.36
C -3.80632 -1.08423 1.24748 0.01 0.06 -0.01 -0.13
H -2.02181 -3.27726 -4.24020 -0.01 0.00 0.03 0.09
C -4.35813 0.14038 1.99589 0.05 -0.03 -0.07 -0.13
H 0.30295 -3.31374 -4.79392 -0.02 0.03 -0.03 0.11
H 5.11861 3.37176 0.05787 0.00 0.00 0.00 0.12
C -4.52257 -0.03814 -2.76650 0.10 0.03 0.00 -0.04
H 1.44115 4.13056 4.30966 0.00 0.01 -0.01 0.11
C -0.38464 3.05385 2.75346 0.19 0.03 -0.02 -0.39
H 2.64548 -0.94446 1.63402 -0.02 -0.02 -0.02 0.10
H 0.44532 4.54739 1.40676 0.03 0.00 -0.02 0.08
O 0.88258 2.11608 -0.01197 -0.04 -0.10 0.17 -0.30
H -2.76150 -1.22567 1.49605 -0.04 -0.04 0.02 0.07
H 1.83680 -2.50596 0.78370 0.00 0.02 0.01 0.09
H -1.95943 1.06288 2.28689 0.04 -0.01 -0.04 0.07
C 2.07919 -4.21181 -2.09956 -0.03 -0.01 -0.02 -0.04
N -0.57511 4.86931 -3.75216 -0.05 0.14 -0.07 0.20
C -5.15180 -1.25437 -0.83062 -0.02 0.01 -0.02 0.00
N 2.07100 2.21378 -0.60086 0.01 0.07 -0.19 -0.16
H 4.42540 1.12041 4.09822 0.02 -0.02 -0.01 0.11
H -1.23868 4.85203 1.89697 0.01 0.00 0.00 0.09
H -1.42014 1.97518 4.34799 -0.02 -0.01 0.00 0.09
H 0.07300 5.17520 3.01383 0.02 0.02 -0.02 0.08
H 3.51996 1.59802 -3.52459 0.02 -0.02 0.01 0.12
C -1.86575 -3.85985 2.47157 -0.04 -0.05 -0.05 -0.08
H -1.04699 -2.48506 3.86872 0.01 -0.01 0.00 0.12
C 3.75364 -3.11844 0.06706 -0.05 0.02 -0.01 -0.06
H -5.43632 0.22143 1.83901 -0.02 0.01 0.06 0.13
H 5.34967 0.19510 2.47898 0.01 0.02 0.01 0.08
C 3.46204 -1.60404 3.50552 -0.03 0.03 -0.04 -0.04
H 2.01049 -4.94081 -4.11848 0.01 0.00 0.01 0.11
H 4.52694 0.49170 0.94475 0.01 0.00 0.02 0.07
H -2.52166 -5.05631 0.79989 0.00 0.00 0.00 0.12
C 0.16008 -0.77884 2.43334 0.13 0.06 0.09 -0.09
C -0.56660 -1.88711 1.86274 0.00 -0.10 -0.06 -0.17
H -0.96807 3.61955 4.76387 -0.01 -0.02 0.02 0.09
H 0.45643 -0.91702 3.47637 0.04 -0.03 -0.01 0.14
H 5.44104 2.60828 -2.31269 -0.01 0.01 -0.02 0.12
C 3.42654 1.93810 -2.50372 0.05 0.03 0.00 -0.06
H 3.97828 -2.15753 -0.39999 0.01 -0.02 -0.01 0.09
H 2.39270 -5.48566 0.44114 -0.01 0.00 -0.01 0.08
C 1.60076 -3.29383 -1.17377 0.00 0.02 0.00 -0.13
H 2.50567 -1.89502 3.94368 0.00 0.00 0.01 0.08
C -0.62529 -2.23253 0.47887 0.20 -0.05 -0.02 -0.26
H 0.24222 -0.33624 -4.66086 -0.08 -0.09 -0.10 0.03
C 4.31116 2.93094 -0.50716 0.00 0.01 0.02 -0.05
N -1.00720 3.96977 -1.71120 -0.02 0.12 0.28 0.01
H 3.64691 3.26719 4.99648 0.00 0.01 -0.01 0.11
C 4.64514 -0.22291 1.76097 -0.06 -0.05 -0.02 -0.04
O -1.53885 3.52934 -5.66731 -0.09 0.12 -0.06 0.03
C -1.03040 -1.56075 -3.37971 0.10 -0.09 -0.11 -0.40
C -3.71323 1.42365 1.49837 -0.13 -0.07 0.01 -0.20
C -1.33634 2.99160 3.95113 0.00 -0.04 -0.06 -0.04
C -3.33117 0.24981 -2.12689 -0.08 0.17 0.08 -0.15
C 1.78372 3.17521 3.93319 0.01 -0.01 -0.02 -0.04
C -2.26194 -2.45457 -3.56418 0.02 0.04 0.07 -0.04
H 2.82704 -4.93056 -1.78880 0.01 0.02 -0.02 0.11
C 1.62617 -4.22513 -3.40374 0.00 0.03 0.01 -0.05
H 0.87884 -4.80577 1.04246 -0.01 0.00 0.00 0.07
N -3.02673 -0.15470 -0.88378 0.17 0.06 -0.24 0.08
C -3.96370 -0.86682 -0.22587 0.03 0.00 0.02 -0.27
H -4.06049 1.66161 0.49466 0.04 0.02 -0.01 0.12
O -2.28518 1.28433 1.40464 0.05 -0.29 -0.11 -0.17
C 0.58856 -2.38290 -1.54651 0.02 0.03 0.04 -0.17
C 3.44855 1.48941 3.81799 -0.01 0.03 0.02 -0.03
C 0.95544 2.44410 3.09242 -0.02 0.02 0.00 -0.15
N 0.47276 0.33117 1.85667 -0.20 -0.10 -0.15 0.05
H -1.25799 -0.80432 -2.62997 0.03 -0.06 0.04 0.04
N -1.98038 2.71342 -4.86000 0.33 -0.19 -0.11 -0.41
N -1.50895 3.03424 -0.78563 -0.08 -0.25 -0.16 0.04
H -2.60258 -2.88175 -2.61818 -0.02 0.01 0.01 0.07
C -1.96721 -4.17919 1.10969 0.03 0.01 0.06 -0.05
H -0.71237 -1.54144 -5.53148 0.01 -0.05 -0.03 0.08
N 0.02550 -1.51897 -0.52220 -0.24 0.51 0.17 -0.04
C 0.12483 -2.39693 -2.87082 -0.08 0.05 -0.05 -0.15
H 4.20792 -3.90043 -0.54145 0.00 0.01 0.00 0.08
C -5.44115 -0.84024 -2.11765 -0.04 -0.01 -0.01 -0.03
C -1.16415 3.89604 -3.05274 0.26 -0.22 -0.16 -0.43
C 1.95052 -4.62772 0.95135 -0.02 0.04 0.01 -0.03
H -0.80247 2.46116 1.95476 0.11 0.18 -0.02 0.06
H 2.37442 -4.58454 1.95704 0.01 -0.01 0.01 0.08
H -4.19666 0.02264 3.07137 0.03 0.00 0.00 0.12
H -0.02013 5.57978 -3.31111 0.00 -0.04 0.06 0.12
H -1.40185 -3.70142 -0.88016 0.03 0.00 -0.02 0.12
C -0.26331 4.49024 2.23581 -0.06 -0.06 0.04 -0.05
```
Forces are in eV/Å.

=====

No. 2
Below is a cluster of 2 separate species, C4H12N2 in total in a non-equilibrium geometry, with properties calculated with ωB97M-V/def2-TZVPD.

Calculated values
Frontier orbital gap (alpha / beta) = 9.5 / 4.5 eV
Spin multiplicity = 2
Total charge = +1
⟨S²⟩ = 0.779
LUMO (alpha / beta) = -4.47 / -9.49 eV
Relative energy (zero: lowest compared OMol25 entry of this formula, charge and spin) = 2.967 eV
Energy = -7311.477 eV

Structure (XYZ):
```
18
Properties=species:S:1:pos:R:3:forces:R:3:lowdin_spin:R:1
N 0.74298 0.52024 -2.14383 0.17 4.17 1.08 0.50
H -2.15115 -0.50361 0.00576 1.55 -0.67 1.69 0.00
H -0.71890 -1.84255 2.51420 -0.33 -0.02 -0.21 0.00
N 2.89441 0.40852 -1.45958 4.42 -1.16 0.52 0.43
C -1.98848 0.58781 1.87938 -1.13 1.69 -0.01 0.00
H -1.51104 1.57435 1.60782 -0.32 -0.93 0.17 0.00
C 1.79942 0.98786 -1.35810 -4.01 0.92 1.43 0.05
H -0.97199 -2.79445 0.97568 -1.61 1.90 1.74 0.00
H -3.11824 0.82497 1.76899 1.71 -0.81 -0.40 0.00
H -0.15814 1.19690 -2.09302 2.26 -2.47 -0.60 0.00
C -1.43979 -1.91880 1.68247 -0.84 -2.57 -0.06 0.00
H 3.62923 0.83780 -0.80743 -0.91 -0.69 -1.43 0.01
H -0.43012 -0.40512 0.63148 0.68 0.39 -0.21 0.00
H 1.67478 1.70492 -0.51057 -0.93 -0.37 -0.91 0.00
H -1.95142 0.56936 3.00464 0.74 -0.79 -1.08 0.00
H 1.15684 0.13752 -3.00724 -1.05 -0.43 -0.04 0.01
C -1.43735 -0.58621 0.94848 -3.24 1.13 0.17 0.00
H -2.51444 -2.22534 2.22015 2.85 0.71 -1.86 0.00
```
Forces are in eV/Å.

=====

No. 3
Below is the ion C5H11N2O2 with charge -1 in a non-equilibrium geometry, with properties calculated with ωB97M-V/def2-TZVPD.

Calculated values
Frontier orbital gap = 7.4 eV
Total charge = -1
SMILES string = CC(C)(C)CN=[N+]([O-])[O-]
LUMO = 3.57 eV
Relative energy (zero: lowest compared OMol25 entry of this formula, charge and spin) = 2.740 eV
Energy = -12435.354 eV

Structure (XYZ):
```
20
Properties=species:S:1:pos:R:3:forces:R:3:lowdin_charge:R:1
C 1.68914 -0.80377 -0.69777 -0.03 0.72 -0.97 -0.10
H -0.82783 -0.69699 1.53815 -2.62 -0.48 -0.09 0.04
H 0.27346 1.98556 0.71348 0.64 -0.49 0.18 0.08
H 0.54656 -0.12189 2.06606 0.82 0.51 1.44 0.05
H -0.98716 -0.73766 -1.43652 -0.31 0.35 -0.50 0.08
N -1.81124 0.77909 -0.18331 -0.94 0.41 0.07 0.00
C 1.12478 1.37741 0.32526 -2.64 -0.50 -1.03 -0.10
H -0.29825 1.03711 -1.63190 -1.21 -1.01 0.20 0.10
C -0.80720 0.23784 -0.99842 4.46 -0.05 1.69 -0.18
H 1.65523 -0.32144 -1.66509 0.24 -0.13 -0.88 0.06
O -3.85836 0.36170 0.54234 0.82 -0.39 0.20 -0.11
C 0.60554 -0.06927 0.04003 -1.72 0.79 -0.06 -0.51
O -2.70299 -1.27859 -0.47450 -0.85 1.92 1.56 -0.18
H 2.71437 -0.57804 -0.36878 -0.24 -0.41 0.46 0.08
H 1.50761 -1.86162 -0.85598 0.06 -0.20 0.21 0.08
H 0.60655 -1.69332 1.49948 0.58 -2.26 0.05 0.05
C 0.17395 -0.77442 1.32216 1.35 2.53 -0.72 -0.05
N -2.79428 -0.03919 0.01980 -0.15 -1.96 -2.09 -0.50
H 1.19612 1.73828 -0.69959 1.07 0.66 0.09 0.05
H 1.99400 1.45919 0.94510 0.66 0.00 0.18 0.06
```
Forces are in eV/Å.